# C43H41ClNO7S2W

A molecular structure, C43H41ClNO7S2W (wB97M-V/def2-TZVPD, the Open Molecules 2025 dataset).

Element x y z (Å)
W -0.5118 0.8268 1.2943
C -0.6140 -1.1169 -4.6115
C 0.7491 -0.9305 -3.9713
C 1.8817 -1.2714 -4.9082
O 0.8655 -1.7358 -2.7852
C 0.7045 -0.9315 -1.6339
C 0.3673 0.4545 -2.2172
O 0.9165 0.4035 -3.5143
C 0.9019 1.6890 -1.4757
O 0.2873 1.6414 -0.1745
C 2.4039 1.7546 -1.2263
C 3.3348 0.9395 -1.8577
C 4.6883 1.0636 -1.5645
C 5.1250 2.0018 -0.6445
C 4.2008 2.8288 -0.0186
C 2.8535 2.7077 -0.3129
C 0.3884 2.9351 -2.1862
C 1.1647 3.5645 -3.1516
C 0.6724 4.6686 -3.8314
C -0.5974 5.1544 -3.5537
C -1.3817 4.5224 -2.6005
C -0.8918 3.4138 -1.9241
C -0.3346 -1.6014 -0.6961
O -0.2875 -0.8584 0.5520
C 0.1132 -3.0021 -0.2736
C -0.7690 -3.7941 0.4607
C -0.3608 -4.9980 1.0107
C 0.9437 -5.4382 0.8280
C 1.8233 -4.6680 0.0849
C 1.4133 -3.4574 -0.4608
C -1.7392 -1.5579 -1.2728
C -2.2181 -2.6481 -1.9947
C -3.4831 -2.6261 -2.5627
C -4.2941 -1.5117 -2.4169
C -3.8180 -0.4090 -1.7250
C -2.5483 -0.4291 -1.1689
H -0.7751 -2.1712 -4.8350
H -0.6581 -0.5461 -5.5389
H -1.4131 -0.7790 -3.9518
H 1.7703 -2.2950 -5.2632
H 2.8370 -1.1797 -4.3933
H 1.8662 -0.5976 -5.7638
H 1.6430 -0.8794 -1.0751
H -0.7139 0.5952 -2.2820
H 3.0158 0.2180 -2.5942
H 5.4017 0.4238 -2.0675
H 6.1793 2.0975 -0.4218
H 4.5313 3.5736 0.6937
H 2.1418 3.3696 0.1657
H 2.1574 3.1918 -3.3686
H 1.2857 5.1532 -4.5795
H -0.9763 6.0193 -4.0817
H -2.3798 4.8860 -2.3912
H -1.5232 2.9048 -1.2041
H -1.7977 -3.4780 0.5864
H -1.0651 -5.5982 1.5722
H 1.2657 -6.3806 1.2511
H 2.8369 -5.0093 -0.0807
H 2.1227 -2.8919 -1.0474
H -1.5929 -3.5217 -2.1202
H -3.8340 -3.4855 -3.1189
H -5.2876 -1.4979 -2.8447
H -4.4341 0.4739 -1.6164
H -2.2061 0.4976 -0.7103
C 1.6992 -2.1179 2.9904
C 1.1011 -1.5883 4.2650
C 1.7697 -1.7415 5.4755
C 1.2036 -1.3079 6.6620
Cl 2.0700 -1.5187 8.1442
C -0.0482 -0.7148 6.6815
C -0.7214 -0.5385 5.4850
C -0.1381 -0.9589 4.3029
O -0.8075 -0.7562 3.0830
C -2.0705 -1.4186 2.9285
C -3.0065 -0.5135 2.1581
O -4.1473 -0.7797 1.9420
O -2.4143 0.6198 1.7273
H 1.4247 -3.1666 2.8484
H 2.7869 -2.0639 3.0270
H 1.3474 -1.5802 2.1150
H 2.7434 -2.2140 5.4931
H -0.4846 -0.3934 7.6165
H -1.7014 -0.0814 5.4738
H -2.5049 -1.6636 3.8946
H -1.9180 -2.3368 2.3604
S 1.0710 1.6594 2.8141
C -0.5175 2.3045 2.9190
N -1.0513 2.9336 1.7527
C -2.4041 3.5072 1.9689
C -2.4726 3.8646 3.4425
S -1.6182 2.5055 4.2940
H -0.4221 3.5337 1.2242
H -3.1364 2.7492 1.7166
H -2.5282 4.3730 1.3210
H -3.4990 3.9303 3.7956
H -1.9523 4.7961 3.6632

LUMO level: -4.2 eV
net charge: +1
gap between HOMO and LUMO: 6.75 eV
HOMO level: -10.96 eV
total energy: -97094.1710 eV

Which charges does Mulliken predict for the atoms? In e, they are: atom 1 (W): -0.166, atom 2 (C): -1.387, atom 3 (C): 1.103, atom 4 (C): -1.760, atom 5 (O): -0.348, atom 6 (C): -1.169, atom 7 (C): -0.092, atom 8 (O): -0.325, atom 9 (C): 1.262, atom 10 (O): 0.289, atom 11 (C): 0.028, atom 12 (C): 0.265, atom 13 (C): -0.923, atom 14 (C): -0.701, atom 15 (C): -0.946, atom 16 (C): -0.574, atom 17 (C): -0.021, atom 18 (C): -0.405, atom 19 (C): -0.993, atom 20 (C): -0.696, atom 21 (C): -1.100, atom 22 (C): 0.007, atom 23 (C): 1.793, atom 24 (O): 0.644, atom 25 (C): -0.067, atom 26 (C): -0.353, atom 27 (C): -1.174, atom 28 (C): -0.652, atom 29 (C): -1.053, atom 30 (C): -0.424, atom 31 (C): 0.223, atom 32 (C): -0.047, atom 33 (C): -0.936, atom 34 (C): -0.956, atom 35 (C): -0.857, atom 36 (C): 0.403, atom 37 (H): 0.359, atom 38 (H): 0.450, atom 39 (H): 0.134, atom 40 (H): 0.399, atom 41 (H): 0.367, atom 42 (H): 0.385, atom 43 (H): 1.371, atom 44 (H): 0.813, atom 45 (H): 0.268, atom 46 (H): 0.513, atom 47 (H): 0.412, atom 48 (H): 0.474, atom 49 (H): 0.414, atom 50 (H): 0.545, atom 51 (H): 0.442, atom 52 (H): 0.417, atom 53 (H): 0.479, atom 54 (H): 0.239, atom 55 (H): 0.725, atom 56 (H): 0.452, atom 57 (H): 0.444, atom 58 (H): 0.465, atom 59 (H): 0.345, atom 60 (H): 0.593, atom 61 (H): 0.499, atom 62 (H): 0.433, atom 63 (H): 0.503, atom 64 (H): -0.191, atom 65 (C): -0.769, atom 66 (C): 0.877, atom 67 (C): -1.160, atom 68 (C): 0.134, atom 69 (Cl): -0.203, atom 70 (C): -1.176, atom 71 (C): -0.366, atom 72 (C): 0.232, atom 73 (O): 0.697, atom 74 (C): -0.340, atom 75 (C): 0.449, atom 76 (O): -0.615, atom 77 (O): -0.557, atom 78 (H): 0.273, atom 79 (H): 0.522, atom 80 (H): -0.516, atom 81 (H): 0.505, atom 82 (H): 0.472, atom 83 (H): 0.721, atom 84 (H): 0.918, atom 85 (H): -0.384, atom 86 (S): -0.327, atom 87 (C): 0.572, atom 88 (N): -0.020, atom 89 (C): -0.503, atom 90 (C): -0.667, atom 91 (S): -0.136, atom 92 (H): 0.209, atom 93 (H): 0.114, atom 94 (H): 0.532, atom 95 (H): 0.496, atom 96 (H): 0.374